Entry 1:
75
Properties=species:S:1:pos:R:3 method="wB97M-V/def2-TZVPD" multiplicity=2 s2=0.770 mol_weight_g_mol=876.32 largest_force_ev_per_a=2.5 e_homo_ev="-0.9 / -3.8" charge=-2
Hg -0.414 -0.019 -0.038
N -4.830 -0.648 6.487
C -4.226 -0.033 5.398
C -4.366 -0.576 4.120
C -3.855 0.087 3.020
C -3.202 1.293 3.191
C -3.033 1.835 4.449
C -3.542 1.173 5.552
S -2.647 2.166 1.729
O -2.505 3.566 2.045
O -3.615 1.854 0.706
N -1.230 1.497 1.266
C -0.131 1.695 1.975
N 0.987 1.153 1.415
C 2.142 1.352 2.023
C 2.233 2.067 3.206
C 1.031 2.504 3.743
N -0.135 2.342 3.147
H -5.031 -1.630 6.382
H -4.457 -0.403 7.389
H -4.893 -1.513 4.005
H -3.976 -0.299 2.019
H -2.515 2.777 4.531
H -3.427 1.588 6.545
H 3.013 0.908 1.557
H 3.182 2.225 3.694
H 0.995 2.995 4.708
N -3.813 2.207 -5.986
C -3.954 2.590 -7.287
C -5.048 2.978 -8.029
C -4.824 3.308 -9.363
C -3.550 3.238 -9.916
C -2.448 2.848 -9.175
C -2.638 2.521 -7.833
N -1.751 2.128 -6.890
C -2.458 1.943 -5.770
C -1.963 1.546 -4.518
C -2.797 1.326 -3.383
C -2.265 0.949 -2.188
N -0.934 0.742 -1.982
C -0.123 0.971 -3.057
C -0.571 1.358 -4.280
H -4.535 2.174 -5.289
H -6.040 3.027 -7.595
H -5.659 3.625 -9.976
H -3.425 3.500 -10.960
H -1.466 2.796 -9.620
H -3.868 1.454 -3.454
H -2.901 0.825 -1.318
H 0.939 0.842 -2.875
H 0.115 1.538 -5.092
C -2.013 -3.732 1.317
C -1.426 -2.422 0.802
O -1.346 -2.252 -0.433
O -1.021 -1.584 1.634
H -2.749 -4.117 0.618
H -2.459 -3.570 2.292
H -1.207 -4.457 1.411
N 1.577 -1.465 -1.044
C 2.716 -1.828 -0.267
C 2.566 -2.020 1.104
C 3.653 -2.403 1.871
C 4.883 -2.596 1.278
C 5.046 -2.384 -0.074
C 3.965 -1.999 -0.854
S 6.301 -3.202 2.231
O 7.320 -2.161 2.087
O 5.812 -3.374 3.598
O 6.645 -4.459 1.563
H 1.838 -1.319 -2.016
H 0.861 -2.188 -1.007
H 1.589 -1.865 1.548
H 3.569 -2.574 2.934
H 6.023 -2.545 -0.503
H 4.079 -1.848 -1.921

=====

Entry 2:
68
Properties=species:S:1:pos:R:3 method="wB97M-V/def2-TZVPD" multiplicity=2 s2=0.755 e_above_lowest_kj_mol=200.14 mol_weight_g_mol=672.77 largest_force_ev_per_a=1.1 e_homo_ev="-14.1 / -14.1" charge=+2
Ru -1.664 0.566 1.179
C 1.489 -5.930 2.812
C 0.489 -4.935 2.302
C 0.342 -3.690 2.913
C -0.601 -2.782 2.466
C -1.411 -3.124 1.390
C -1.294 -4.362 0.769
C -0.342 -5.253 1.228
S -2.553 -1.999 0.699
O -1.805 -1.146 -0.277
O -3.694 -2.674 0.204
O -2.896 -0.949 1.786
H 2.270 -5.449 3.397
H 1.952 -6.478 1.993
H 0.993 -6.661 3.455
H 0.962 -3.439 3.764
H -0.727 -1.839 2.979
H -1.951 -4.626 -0.049
H -0.251 -6.222 0.753
N 0.289 1.186 1.207
S 1.367 0.145 0.584
C 2.853 0.413 1.528
C 2.749 0.764 2.868
C 3.909 0.882 3.620
C 5.143 0.628 3.041
C 5.228 0.254 1.706
C 4.081 0.139 0.937
C 1.808 0.688 -1.043
C 2.416 1.917 -1.275
C 2.686 2.284 -2.581
C 2.351 1.429 -3.630
C 1.740 0.209 -3.384
C 1.461 -0.171 -2.077
H 0.676 2.001 1.666
H 1.786 0.939 3.328
H 3.844 1.168 4.661
H 6.044 0.718 3.633
H 6.191 0.053 1.257
H 4.149 -0.146 -0.104
H 2.688 2.567 -0.452
H 3.168 3.230 -2.786
H 2.577 1.719 -4.647
H 1.484 -0.449 -4.203
H 0.980 -1.118 -1.862
O -1.378 0.818 4.223
C -1.475 0.727 3.108
N -1.579 1.479 -0.817
C -1.595 1.559 -1.962
C -1.613 1.639 -3.387
C -1.098 2.769 -4.024
C -1.114 2.819 -5.406
C -1.633 1.754 -6.134
C -2.141 0.632 -5.491
C -2.136 0.565 -4.110
H -0.697 3.587 -3.443
H -0.727 3.689 -5.918
H -1.646 1.802 -7.215
H -2.545 -0.189 -6.068
H -2.528 -0.300 -3.590
N -5.043 2.852 1.837
C -4.213 3.896 1.512
C -2.992 3.350 1.288
N -3.093 1.988 1.479
C -4.345 1.714 1.812
H -6.025 2.923 2.059
H -4.554 4.915 1.467
H -2.069 3.820 1.002
H -4.741 0.735 2.024